Density functional theory data (ωB97M-V with the def2-TZVPD basis set) for a 22-piece molecular cluster, C88H110N22 overall.

XYZ file:
```
220
Properties=species:S:1:pos:R:3:lowdin_charge:R:1
N -5.82223 -5.19114 4.55400 0.0012
C -6.86406 -4.32080 4.29747 -0.1588
C -8.02309 -5.03632 4.23826 -0.1179
C -7.67444 -6.37114 4.60559 -0.1220
C -6.31459 -6.42682 4.76799 -0.1616
H -4.82969 -4.91716 4.62055 0.1471
H -6.65183 -3.28617 3.99596 0.1056
H -9.01965 -4.67503 3.93539 0.1000
H -8.32553 -7.26120 4.62337 0.0972
H -5.64637 -7.24959 4.94083 0.1058
N 6.25564 1.53419 -1.77846 0.0115
C 7.04022 2.45394 -1.13397 -0.1665
C 7.47577 1.91943 0.02423 -0.1093
C 6.83152 0.63102 0.13583 -0.0941
C 6.19917 0.40358 -1.07643 -0.1474
H 5.85435 1.71634 -2.67160 0.1176
H 7.22422 3.38233 -1.64287 0.1133
H 8.05147 2.40532 0.81795 0.1040
H 6.91520 -0.12139 0.88231 0.0743
H 5.62251 -0.43932 -1.50897 0.1210
N -3.48277 0.71741 5.78512 0.0302
C -4.85651 0.83396 6.03908 -0.1557
C -5.42106 -0.37245 6.28992 -0.1035
C -4.37008 -1.37736 6.17904 -0.0770
C -3.20028 -0.62963 5.91064 -0.1398
H -2.82213 1.43524 5.71626 0.1133
H -5.28757 1.77817 5.87471 0.0947
H -6.46261 -0.58002 6.40821 0.0869
H -4.41378 -2.46538 6.23521 0.0846
H -2.27479 -1.22224 5.75063 0.0926
N -4.25028 0.27840 2.61021 0.0454
C -5.47308 0.29245 1.98303 -0.1410
C -5.31930 -0.09481 0.68431 -0.0772
C -3.87182 -0.12390 0.46153 -0.1305
C -3.28204 -0.05454 1.69765 -0.1548
H -4.19314 0.37894 3.64342 0.1209
H -6.27930 0.27131 2.67409 0.1044
H -6.10210 -0.27594 -0.05234 0.0969
H -3.31973 -0.40612 -0.39832 0.0522
H -2.22378 -0.20655 1.94475 0.1035
N 0.38559 0.36912 -7.75056 0.0307
C 0.87169 1.50522 -7.02649 -0.1057
C 0.72934 1.21715 -5.70181 -0.1172
C 0.20097 -0.10407 -5.60020 -0.1251
C 0.03976 -0.58680 -6.85235 -0.1693
H 0.49406 0.19856 -8.70989 0.1202
H 1.30073 2.41974 -7.43941 0.1061
H 1.17594 1.72621 -4.84321 0.0813
H 0.09644 -0.65481 -4.69339 0.0720
H -0.23159 -1.61636 -7.08230 0.1126
N 4.19444 0.42942 3.56220 0.0621
C 4.41824 0.28168 4.88293 -0.1861
C 4.84024 -0.93447 5.17767 -0.1430
C 4.88732 -1.65219 3.98095 -0.1105
C 4.49411 -0.78830 2.96450 -0.1382
H 3.88113 1.25994 3.04059 0.1181
H 4.34159 1.11972 5.63309 0.1408
H 5.18313 -1.31026 6.13269 0.1097
H 5.03464 -2.67733 3.71984 0.0846
H 4.28206 -0.90050 1.93277 0.0753
N -0.05969 -5.34124 -0.40074 0.0023
C -0.59811 -6.03529 -1.43991 -0.1359
C -0.42250 -7.34409 -1.10552 -0.1058
C 0.09550 -7.46238 0.22039 -0.0836
C 0.38378 -6.17364 0.57140 -0.1815
H -0.14104 -4.33275 -0.32802 0.1109
H -0.97778 -5.43931 -2.26997 0.0992
H -0.64052 -8.19574 -1.73170 0.0910
H 0.23929 -8.35697 0.75643 0.0803
H 0.75845 -5.73378 1.48999 0.1085
N 3.93913 1.72905 -5.04622 0.0592
C 3.64339 3.04751 -5.07067 -0.1485
C 3.14701 3.49739 -3.86081 -0.0682
C 3.19488 2.33920 -3.04332 -0.1328
C 3.58510 1.27811 -3.81048 -0.1764
H 4.12020 1.18213 -5.85284 0.0892
H 3.70468 3.58253 -5.97380 0.0964
H 2.96232 4.46530 -3.44637 0.0772
H 2.85166 2.26782 -2.00755 0.0817
H 3.75158 0.25250 -3.62171 0.0832
N 3.89290 -5.64058 0.57093 0.0318
C 5.07095 -5.32519 1.21347 -0.1325
C 5.27731 -3.99305 1.11635 -0.1207
C 4.23597 -3.48187 0.31102 -0.1311
C 3.32853 -4.46884 0.05019 -0.1130
H 3.46518 -6.55372 0.52084 0.1392
H 5.65968 -6.00259 1.74073 0.0925
H 6.14510 -3.46401 1.49932 0.1016
H 4.06992 -2.42781 0.16320 0.0600
H 2.41031 -4.46860 -0.49416 0.0793
N 2.29958 5.07179 -0.51953 0.0385
C 1.06619 4.64965 -0.84924 -0.1657
C 0.48600 5.52755 -1.72791 -0.0835
C 1.44029 6.63174 -1.86783 -0.0940
C 2.51388 6.25143 -1.13756 -0.2048
H 3.02187 4.53632 -0.00112 0.1100
H 0.59137 3.76255 -0.50671 0.0883
H -0.53691 5.51312 -2.08230 0.0714
H 1.34099 7.60114 -2.41352 0.1096
H 3.40656 6.79097 -0.83611 0.1194
N 4.27732 3.05270 0.81821 -0.0009
C 3.08417 2.49440 1.09731 -0.1544
C 2.53589 3.15387 2.23903 -0.0806
C 3.49016 4.15980 2.57209 -0.1124
C 4.59440 4.06263 1.73119 -0.1053
H 5.02061 2.73930 0.17283 0.1182
H 2.80981 1.64073 0.53773 0.0843
H 1.57306 2.97720 2.66455 0.0610
H 3.41054 4.95075 3.33888 0.1058
H 5.46577 4.64793 1.49502 0.1094
N 1.84346 -1.81602 4.52253 0.0381
C 0.86855 -2.49623 3.95824 -0.1579
C -0.11725 -2.68438 4.91963 -0.1323
C 0.45733 -2.25580 6.12721 -0.1091
C 1.60483 -1.59576 5.82203 -0.1307
H 2.61308 -1.60341 3.97429 0.0670
H 0.94076 -3.03505 2.99675 0.1204
H -0.94853 -3.33793 4.83615 0.0577
H -0.11349 -2.21361 7.03951 0.0961
H 2.14087 -0.94087 6.48875 0.1131
N -0.54688 -3.69041 -4.33857 0.0128
C 0.70539 -4.08523 -3.97357 -0.1675
C 1.14275 -4.96370 -4.92352 -0.1283
C 0.16344 -5.07036 -5.94911 -0.0762
C -0.90262 -4.23823 -5.50076 -0.1350
H -1.02217 -2.96862 -3.85351 0.0710
H 1.18352 -3.75009 -3.06615 0.1014
H 2.04449 -5.52735 -4.77386 0.0901
H 0.08145 -5.86293 -6.66078 0.0777
H -1.86713 -3.95020 -5.92025 0.1154
N -0.89224 3.68664 3.79102 0.0752
C -0.89612 2.36287 3.34627 -0.1234
C -0.15288 1.59231 4.23394 -0.1121
C 0.31343 2.50178 5.18457 -0.1370
C -0.15400 3.69908 4.88281 -0.2001
H -1.40534 4.45667 3.36452 0.0815
H -1.45156 2.07015 2.50635 0.0638
H 0.02974 0.52544 4.19188 0.0781
H 0.95329 2.29984 6.02890 0.1016
H -0.00245 4.57207 5.49604 0.1149
N -2.52941 4.57422 0.79160 0.0595
C -3.65730 4.01789 1.38520 -0.1098
C -3.88852 4.68425 2.60955 -0.0602
C -2.82263 5.62760 2.70664 -0.1573
C -2.12272 5.60556 1.55680 -0.1603
H -2.11481 4.31849 -0.11544 0.1311
H -4.35967 3.29170 0.95946 0.0982
H -4.68249 4.46524 3.21450 0.0597
H -2.73659 6.44444 3.38970 0.0973
H -1.19960 6.09037 1.35971 0.0921
N -2.63548 -3.48170 -1.32132 0.0168
C -1.69047 -2.43597 -1.18251 -0.1094
C -1.95043 -1.59366 -2.25864 -0.1351
C -2.99382 -2.17946 -3.06052 -0.1060
C -3.38005 -3.35903 -2.45713 -0.1102
H -2.65406 -4.26109 -0.62967 0.1331
H -1.09977 -2.35912 -0.26317 0.1073
H -1.44468 -0.69610 -2.44086 0.0564
H -3.42381 -1.76019 -3.94159 0.0836
H -4.06901 -4.12770 -2.71334 0.1109
N -3.87148 0.99836 -5.07941 0.0052
C -5.12169 0.48912 -5.32756 -0.1777
C -5.25625 0.31900 -6.66787 -0.1194
C -3.99166 0.72757 -7.27246 -0.0948
C -3.19126 1.16474 -6.23424 -0.1509
H -3.66937 1.28789 -4.08655 0.1410
H -5.84787 0.32093 -4.50605 0.1165
H -6.10986 -0.06701 -7.22062 0.0872
H -3.83357 0.75736 -8.35913 0.0902
H -2.21907 1.59977 -6.28563 0.0900
N 3.59151 -1.59395 -5.79156 0.0362
C 4.73719 -1.79141 -5.07617 -0.1432
C 5.75025 -1.12784 -5.71782 -0.1068
C 5.18649 -0.53764 -6.83527 -0.1599
C 3.88837 -0.91573 -6.94712 -0.1359
H 2.75614 -2.13371 -5.56810 0.1408
H 4.76715 -2.31350 -4.15049 0.1037
H 6.72380 -0.96152 -5.31694 0.0943
H 5.67831 0.03192 -7.59137 0.0980
H 3.07888 -0.73350 -7.67226 0.1186
N 0.94076 7.41244 1.69162 0.0574
C 0.31153 8.59182 2.05914 -0.1273
C -0.25052 8.43457 3.28035 -0.1070
C -0.00674 7.08306 3.70910 -0.1154
C 0.73236 6.53167 2.70459 -0.1811
H 1.42497 7.23571 0.88129 0.0776
H 0.39104 9.47032 1.44555 0.1050
H -0.81303 9.17452 3.86975 0.1044
H -0.33771 6.73623 4.65283 0.0768
H 1.02632 5.50006 2.50363 0.0974
N 0.73928 -0.11475 1.14878 0.0524
C 0.20409 0.61628 0.09260 -0.1631
C 0.80403 0.25443 -1.04985 -0.0985
C 1.76001 -0.82861 -0.66653 -0.0882
C 1.66846 -1.02787 0.65471 -0.1595
H 0.40019 -0.10737 2.11479 0.1122
H -0.54760 1.31680 0.27705 0.0773
H 0.69795 0.58692 -2.04706 0.0735
H 2.33942 -1.29248 -1.42489 0.0779
H 2.17302 -1.70279 1.35145 0.0874
N -3.64396 -3.54987 1.82177 0.0551
C -3.89849 -4.87023 1.62873 -0.1716
C -2.95822 -5.64696 2.25439 -0.0888
C -2.02563 -4.70827 2.82653 -0.1286
C -2.53049 -3.45801 2.65349 -0.1405
H -4.18637 -2.78656 1.59859 0.0956
H -4.67589 -5.22744 1.05392 0.0932
H -2.98945 -6.73981 2.24123 0.1052
H -1.13227 -5.02664 3.34808 0.0875
H -2.16921 -2.50933 3.11654 0.1000
N -2.98889 2.22265 -1.52486 0.0110
C -4.01398 3.02356 -1.98878 -0.1248
C -3.47266 3.83257 -3.01542 -0.0820
C -2.06301 3.60921 -3.02044 -0.1071
C -1.81964 2.53933 -2.15535 -0.1500
H -3.12924 1.36431 -0.97083 0.0975
H -4.99215 2.85857 -1.61001 0.0983
H -3.97419 4.54044 -3.67378 0.0987
H -1.30358 4.09468 -3.56845 0.0773
H -0.89191 2.25513 -1.73557 0.0638
```

Its LUMO energy is 0.584 eV. The electronic energy is -4623.6501 Eh. Its energy above the lowest of the compared OMol25 structures with the same formula, charge and spin is 1.107 eV. Its HOMO-LUMO gap is 8.62 eV.